8
Properties=species:S:1:pos:R:3:nbo_charge:R:1 method="wB97M-V/def2-TZVPD" charge=0 orbital_gap_ev=10.3 lumo_ev=-0.699 energy_ha=-697.4625 homo_energy_ev=-11.0
C 1.0886 -0.7591 -0.7432 0.8639
N 1.7776 0.1773 -0.9974 -0.7655
N -2.2244 -0.9574 0.5295 -0.9596
O 0.5854 -1.7754 -0.5144 -0.5356
O -1.0641 0.8932 -0.7423 -0.9060
S -2.1643 -0.0600 -0.6763 1.4723
H 1.5827 1.1504 -1.0790 0.4319
H -1.5437 -0.9731 1.2754 0.3986

61
Properties=species:S:1:pos:R:3:nbo_charge:R:1 method="wB97M-V/def2-TZVPD" charge=0 smiles="Cc1ccc(S(=O)(=O)N2CCCO[C@H]2CNC(=O)C(=O)NCCN2CCOCC2)cc1" orbital_gap_ev=9.2 lumo_ev=0.573 energy_ha=-1848.7741 homo_energy_ev=-8.6
C 5.3200 3.5035 0.1134 -0.6319
C 4.2161 2.5486 -0.2187 0.0113
C 2.8856 2.9493 -0.1569 -0.2090
C 1.8669 2.0685 -0.4789 -0.2121
C 2.1842 0.7808 -0.8644 -0.2817
S 0.9006 -0.4119 -1.2190 2.3386
O 1.3114 -1.2403 -2.3071 -0.9243
O -0.3544 0.2796 -1.3089 -0.9572
N 0.8262 -1.3639 0.1531 -0.7191
C 0.6423 -0.6534 1.4016 -0.2362
C 1.9404 -0.6055 2.2098 -0.4492
C 2.5077 -2.0228 2.2730 -0.0713
O 2.7212 -2.5384 0.9721 -0.5255
C 1.5595 -2.5990 0.1817 0.2230
C 0.6319 -3.8029 0.5825 -0.2641
N -0.7316 -3.3934 0.7645 -0.6035
C -1.4424 -2.8933 -0.2680 0.6058
O -1.2476 -3.1149 -1.4456 -0.6104
C -2.5766 -1.9837 0.2131 0.5830
O -2.7522 -1.7678 1.4050 -0.6561
N -3.2628 -1.4756 -0.8059 -0.5692
C -4.2693 -0.4458 -0.7279 -0.2415
C -3.7413 0.9150 -1.2139 -0.2292
N -3.5611 1.8699 -0.1308 -0.4380
C -3.2198 3.1769 -0.6719 -0.2501
C -3.0505 4.1785 0.4691 -0.0730
O -2.0416 3.7745 1.3640 -0.5291
C -2.3532 2.5038 1.8905 -0.0727
C -2.5091 1.4573 0.7907 -0.2848
C 3.4992 0.3610 -0.9397 -0.1914
C 4.5110 1.2468 -0.6176 -0.2193
H 4.9568 4.3208 0.7307 0.2197
H 6.1280 2.9952 0.6343 0.2209
H 5.7292 3.9268 -0.8040 0.2278
H 2.6430 3.9565 0.1472 0.2185
H 0.8322 2.3712 -0.4406 0.2426
H 0.2970 0.3479 1.1444 0.2335
H -0.1472 -1.1349 1.9898 0.2092
H 1.7447 -0.2294 3.2132 0.2205
H 2.6637 0.0479 1.7192 0.2164
H 1.8243 -2.6703 2.8406 0.1560
H 3.4889 -2.0406 2.7510 0.2020
H 1.9085 -2.7569 -0.8432 0.2389
H 1.0027 -4.2670 1.4966 0.2161
H 0.6581 -4.5357 -0.2257 0.2321
H -1.0294 -3.0409 1.6680 0.4191
H -2.8904 -1.7135 -1.7197 0.4277
H -5.1175 -0.7571 -1.3435 0.2061
H -4.5976 -0.3718 0.3100 0.2344
H -4.4621 1.3564 -1.9068 0.1973
H -2.7930 0.7514 -1.7545 0.1939
H -4.0276 3.5110 -1.3277 0.2017
H -2.2834 3.1321 -1.2564 0.1704
H -2.7490 5.1543 0.0835 0.1911
H -4.0060 4.2762 1.0066 0.1653
H -1.5332 2.2389 2.5609 0.1867
H -3.2890 2.5649 2.4665 0.1664
H -2.7762 0.5066 1.2506 0.2299
H -1.5580 1.3334 0.2499 0.1878
H 3.7099 -0.6504 -1.2483 0.2388
H 5.5413 0.9275 -0.6730 0.2175

76
Properties=species:S:1:pos:R:3:mulliken_charge:R:1 method="wB97M-V/def2-TZVPD" charge=-1 orbital_gap_ev=3.4 lumo_ev=2.108 energy_ha=-3698.7330 homo_energy_ev=-1.3
P -0.0858 0.9954 -0.4805 0.8997
C -1.6124 0.5029 -1.5240 0.1020
C -1.7725 1.0129 -2.9643 -0.0828
C -3.1507 0.6420 -3.5329 -0.9741
C -3.4722 -0.8539 -3.4134 -0.6498
C -3.2227 -1.3943 -1.9993 -0.9000
C -1.8266 -1.0160 -1.4749 -0.0519
C 1.3536 0.1033 -1.3407 0.6485
C 1.3229 0.0343 -2.8673 -0.6154
C 2.6558 -0.5047 -3.4033 -0.9763
C 2.9932 -1.8775 -2.8150 -0.7002
C 2.9046 -1.8990 -1.2821 -0.9334
C 1.5941 -1.2956 -0.7441 -0.6192
C 0.1939 2.7287 -1.1498 -0.3083
C -0.9871 3.6451 -0.7999 -0.7556
C -0.8028 5.0317 -1.4335 -0.7943
C 0.5404 5.6713 -1.0541 -0.7510
C 1.7256 4.7293 -1.3072 -0.7498
C 1.5245 3.3367 -0.6882 -0.5969
H -2.4140 0.9657 -0.9187 0.6187
H -0.9945 0.5758 -3.6036 0.0546
H -1.6461 2.1005 -3.0260 0.0416
H -3.1992 0.9375 -4.5890 0.3778
H -3.9257 1.2127 -2.9983 0.3789
H -4.5191 -1.0298 -3.6884 0.3916
H -2.8665 -1.4243 -4.1335 0.3070
H -3.9743 -0.9815 -1.3082 0.3332
H -3.3285 -2.4874 -1.9889 0.3976
H -1.7209 -1.3820 -0.4445 -0.6121
H -1.0642 -1.5182 -2.0911 0.2362
H 2.2205 0.7221 -1.0528 0.3629
H 3.4584 0.2045 -3.1526 0.3540
H 1.1256 1.0186 -3.3128 0.2013
H 0.5154 -0.6404 -3.1885 0.1715
H 2.6068 -0.5743 -4.4973 0.3944
H 4.0022 -2.1717 -3.1249 0.3995
H 2.3102 -2.6326 -3.2289 0.2866
H 3.0122 -2.9291 -0.9179 0.4169
H 3.7442 -1.3197 -0.8686 0.3525
H 1.6491 -1.2303 0.3534 0.0070
H 0.7498 -1.9595 -0.9876 0.1853
H 0.2448 2.6418 -2.2514 0.1407
H -1.9386 3.2256 -1.1532 0.2992
H -1.0667 3.7272 0.2948 0.3785
H -0.8472 4.9400 -2.5309 0.3036
H -1.6286 5.6888 -1.1260 0.3891
H 0.5215 5.9567 0.0077 0.3218
H 0.6794 6.5974 -1.6229 0.3762
H 2.6472 5.1794 -0.9145 0.3976
H 1.8509 4.6217 -2.3959 0.3252
H 2.3691 2.7043 -0.9893 0.1547
H 1.5477 3.3782 0.4110 0.2852
Lu -0.0982 0.1641 3.0223 0.7910
Cl 2.1376 0.8487 2.3340 -0.6401
Cl -2.3530 -0.1410 2.0772 -0.6347
C 0.4779 -1.8796 3.7508 -1.0533
H 1.0934 -1.8847 4.6561 0.0161
C 0.3462 -3.1930 3.2728 0.9015
C 0.8556 -4.3211 4.0218 -0.7164
C 0.8350 -5.6057 3.4995 -0.3734
C 0.2883 -5.8453 2.2202 -0.5549
C -0.3197 -4.7967 1.5104 -0.3679
C -0.3358 -3.5042 2.0251 0.0277
H 1.2715 -4.1477 5.0213 0.2375
H 1.2579 -6.4347 4.0646 0.3225
H -0.7662 -4.9966 0.5352 0.3376
H -0.8622 -2.6881 1.5233 0.1371
H 0.3290 -6.8502 1.8024 0.3136
N 0.3681 0.8584 7.1377 -0.4210
C -0.5141 0.3485 6.2646 0.5121
N -1.5378 -0.3863 6.7433 -0.3976
O -0.4285 0.6245 5.0185 -0.5836
H 0.2312 0.6786 8.1250 0.1941
H 1.3174 1.0225 6.8025 0.2532
H -1.9949 -1.0658 6.1308 0.2884
H -1.5957 -0.5151 7.7545 0.1904

11
Properties=species:S:1:pos:R:3:nbo_charge:R:1 method="wB97M-V/def2-TZVPD" charge=+1 orbital_gap_ev="8.0 / 8.0" lumo_ev="-6.781 / -6.781" energy_ha=-2708.7275 homo_energy_ev="-14.8 / -14.8"
C -1.3261 -1.4044 -0.7613 -0.8512
C 1.4335 1.3469 -0.6574 0.0716
N 1.7439 1.8458 0.7081 -0.7866
Br 1.6395 2.4817 -2.0522 0.3587
H -1.9534 -1.4032 0.2160 0.2174
H -0.2003 -1.3925 -0.6179 0.1999
H -1.5433 -0.5885 -1.3252 0.2010
H -1.4776 -2.3846 -1.2041 0.2334
H 2.5901 2.2504 0.9018 0.4447
H 1.1010 2.5635 1.0658 0.4598
H 1.5466 1.2395 1.4568 0.4512

Energy relative to the best compared isomer or geometry (same formula, charge and spin) in eV, matching the order above: 2.407 0.067 0.000 4.357